[1]
Formula: C13H21N2
Source: OMol25
Level of theory: the ωB97M-V functional and the def2-TZVPD basis

## Properties
- Energy relative to the best compared isomer or geometry (same formula, charge and spin): 118.5 kcal per mole
- Calculated total energy: -16791.7098 eV
- Charge: +1
- LUMO level: -3.490 eV
- Max |F|: 4.788 eV Å⁻¹
- M: 205.325 g/mol

Each line ends with the Löwdin charge.
Atoms and positions in Å:
C 0.8529 -1.8307 2.5242  -0.088
C -0.4451 -2.0722 1.9965  -0.091
C 1.8435 -1.9436 1.6488  -0.077
C -0.8505 -1.9618 0.7250  -0.071
C 1.5944 -2.1639 0.2158  -0.117
C 0.2295 -1.6740 -0.2682  -0.232
C 0.7765 2.2673 1.3121  -0.109
C 1.3571 2.3945 -0.0477  -0.132
C -0.6803 1.5893 1.0730  -0.110
C 0.5999 1.2343 -0.7755  -0.159
C 0.9993 -1.2522 -2.5665  -0.075
C -0.0964 -1.2677 -1.5261  -0.204
C -1.7535 0.5190 -0.8079  -0.118
N -2.7146 -0.0308 -0.0700  0.199
N -0.6942 1.0821 -0.2261  -0.095
H 0.9731 -1.5029 3.5246  0.106
H -1.2253 -2.4837 2.6735  0.129
H 2.8675 -1.7017 1.9575  0.122
H -1.7925 -2.2292 0.4022  0.086
H 1.5642 -3.1702 0.0078  0.110
H 1.2862 1.5149 1.8396  0.089
H 0.6107 3.2269 1.8379  0.131
H 0.9371 3.2769 -0.5618  0.123
H 2.4665 2.2140 -0.2733  0.153
H -0.7842 0.8912 1.8118  0.082
H -1.3839 2.3699 1.2381  0.127
H 0.5451 1.2552 -1.8716  0.141
H 1.1390 0.3314 -0.4607  0.103
H 1.9372 -0.9085 -2.1707  0.059
H 0.6075 -0.6349 -3.4489  0.107
H 0.8573 -2.3044 -2.8496  0.103
H -1.0444 -1.4945 -1.9155  0.103
H -1.9256 0.6813 -1.8499  0.164
H -2.4864 -0.3061 0.9233  0.152
H -3.5613 -0.0930 -0.5424  0.111
H 2.5352 -1.7132 -0.4480  0.180

---

[2]
Formula: C24H43BiCl2N4O4SSi
Source: OMol25
Level of theory: the ωB97M-V functional and the def2-TZVPD basis

## Properties
- Energy relative to the best compared isomer or geometry (same formula, charge and spin): 0.0 kcal per mole
- Calculated total energy: -89337.4058 eV
- LUMO level: -0.137 eV
- Max |F|: 3.334 eV Å⁻¹
- M: 791.671 g/mol

Each line ends with the Löwdin charge.
Atoms and positions in Å:
C -1.6091 -0.6702 -3.3624  -0.052
C -1.1530 -1.9946 -2.8274  -0.238
H -1.3737 -0.5564 -4.4270  0.063
H -1.1475 0.1614 -2.8044  0.014
H -2.7033 -0.5645 -3.2606  0.094
C -0.6812 -3.0058 -3.5698  -0.116
C -0.5044 -2.9740 -5.0487  -0.098
H -0.4191 -3.9492 -3.0849  0.106
H -0.7385 -1.9982 -5.4840  0.057
H -1.1498 -3.7181 -5.5313  0.077
H 0.5266 -3.2334 -5.3194  0.071
Bi -0.1058 0.1764 0.8466  1.755
Cl -0.4316 1.9743 -1.0056  -0.077
C -0.2200 -2.5657 2.4926  -0.327
O 0.7019 -1.7730 2.1458  -0.201
N -0.0214 -3.5684 3.3395  -0.155
C 1.2911 -3.7997 3.9332  -0.019
C -1.0881 -4.4992 3.7031  -0.031
H -1.2613 -2.4402 2.1430  0.136
H 1.9315 -2.9388 3.7335  0.090
H 1.7419 -4.7104 3.5163  0.093
H 1.1677 -3.9440 5.0121  0.095
H -2.0252 -4.1697 3.2372  0.094
H -1.1969 -4.5207 4.7980  0.096
H -0.8507 -5.5162 3.3528  0.087
H 0.7140 3.0819 5.6533  0.071
H -1.2867 4.3201 5.0491  0.098
C 1.1546 3.2573 4.6654  -0.054
C -0.9249 4.4653 4.0240  -0.032
N 0.0835 3.4640 3.6995  -0.162
H 1.7409 2.3879 4.3663  0.072
C 0.0445 2.8140 2.5455  -0.318
O 0.8735 1.8997 2.2411  -0.229
H -1.7566 4.3683 3.3174  0.091
H -0.7548 3.1178 1.8472  0.123
H 1.7955 4.1477 4.7031  0.096
H -0.5162 5.4835 3.9412  0.094
H 1.5018 -0.2756 -3.0844  0.097
H 2.3624 -2.7466 -2.6796  0.093
C 2.3395 0.0781 -2.4673  -0.016
C 3.2098 -2.2316 -2.1987  -0.030
N 2.7682 -0.9952 -1.5732  -0.153
H 2.0275 0.9500 -1.8876  0.050
C 2.6857 -0.8992 -0.2519  -0.258
O 2.1311 0.0817 0.3346  -0.209
H 3.6406 -2.8788 -1.4262  0.093
H 3.1333 -1.7221 0.3308  0.157
H 3.1770 0.3258 -3.1338  0.099
H 3.9613 -2.0042 -2.9650  0.095
O -0.1447 -1.3814 -0.7936  -0.438
C -1.2011 -2.1079 -1.3110  -0.418
C 0.0728 -4.1168 -0.4202  -0.049
C -1.1489 -3.5244 -0.7362  -0.197
H 0.9924 -3.5492 -0.5878  0.105
C 0.1002 -5.3970 0.1428  -0.083
H -2.1701 -1.6576 -1.0199  0.138
C -2.3498 -4.1916 -0.4802  -0.033
H 1.0604 -5.8407 0.4156  0.103
C -1.0987 -6.0887 0.3466  -0.111
C -2.3235 -5.4884 0.0368  -0.087
H -3.2843 -3.6672 -0.7047  0.120
H -1.0828 -7.0989 0.7643  0.101
H -3.2652 -6.0166 0.2057  0.103
Si -0.4241 6.5736 -2.5548  0.098
Cl -0.7087 5.7408 -4.4447  0.281
C 1.4107 6.4420 -2.2153  -0.221
C -1.4975 5.5638 -1.4096  -0.229
C -0.9713 8.3677 -2.6372  -0.222
H 1.7339 5.3941 -2.2661  0.030
H 1.6516 6.8335 -1.2188  0.031
H 1.9810 7.0161 -2.9583  0.032
H -0.3720 8.9303 -3.3653  0.030
H -0.8583 8.8525 -1.6583  0.031
H -2.0253 8.4447 -2.9349  0.030
H -1.2047 4.5037 -1.4170  -0.048
H -2.5483 5.6373 -1.7235  0.036
H -1.4181 5.9345 -0.3790  0.029
S 0.2756 0.0943 5.7840  0.489
C -0.6362 0.0578 4.4681  -1.061
N -1.3307 0.0482 3.4934  -0.070

---

[3]
Formula: C3H10N2
Source: OMol25
Level of theory: the ωB97M-V functional and the def2-TZVPD basis

## Properties
- Energy relative to the best compared isomer or geometry (same formula, charge and spin): 14.5 kcal per mole
- Calculated total energy: -6252.8000 eV
- LUMO level: 1.193 eV
- Max |F|: 1.456 eV Å⁻¹
- M: 74.127 g/mol

Each line ends with the Löwdin charge.
Atoms and positions in Å:
C -1.5474 -0.2227 1.5945  -0.099
C -1.0048 0.5387 0.3710  -0.312
N 0.4073 0.3693 0.1957  -0.092
C 0.8047 -0.3690 -0.9842  -0.349
N 2.2058 -0.2401 -1.2584  0.007
H -1.0915 -1.2131 1.5645  0.064
H -1.2387 0.2345 2.5292  0.061
H -2.6333 -0.2709 1.6183  0.061
H -1.2745 1.5871 0.5526  0.105
H -1.5292 0.3075 -0.5590  0.100
H 0.9975 1.1598 0.4171  0.108
H 0.5671 -1.4264 -0.8567  0.116
H 0.2097 -0.0032 -1.8443  0.106
H 2.4601 0.6073 -1.7333  0.064
H 2.6671 -1.0589 -1.6069  0.060

---

[4]
Formula: C13H27ClIIrN2OP2
Source: OMol25
Level of theory: the ωB97M-V functional and the def2-TZVPD basis

## Properties
- Energy relative to the best compared isomer or geometry (same formula, charge and spin): 28.5 kcal per mole
- Calculated total energy: -60968.2160 eV
- <S²>: 6.0443
- Charge: +2
- LUMO level (alpha / beta): -6.802 / -9.759 eV
- Max |F|: 7.096 eV Å⁻¹
- M: 643.894 g/mol
- Spin multiplicity: 5

Each line ends with the Löwdin spin population.
Atoms and positions in Å:
C -1.1872 2.2939 -1.2024  0.266
I 1.1376 2.2782 -1.4863  0.519
H -1.6182 1.4483 -0.6160  0.036
H -1.6594 2.2539 -2.1975  0.000
H -1.3971 3.1928 -0.6034  0.001
Ir -0.2176 0.4894 -0.2578  0.766
P -0.7315 -0.9094 -2.0904  0.067
C 0.4373 -0.7667 -3.4917  0.030
C -0.8445 -2.7336 -1.9500  0.003
H -1.2821 -3.1378 -2.8747  0.001
H -2.6316 -1.0837 -3.5544  0.002
H -1.4706 -3.0414 -1.1066  0.001
H -3.0988 -0.4789 -1.9311  0.000
H 1.4498 -1.0215 -3.1531  0.001
H 0.1497 -3.1806 -1.8224  0.001
C -2.3582 -0.4065 -2.7365  0.011
H 0.1366 -1.4677 -4.2836  0.003
H -2.3131 0.6262 -3.0949  0.000
H 0.4372 0.2551 -3.8856  0.003
P 0.3387 1.1460 1.9868  0.075
C 1.9208 2.0541 2.1706  0.021
C -0.9533 2.2745 2.5870  0.015
H -0.2834 -0.7941 3.3780  0.002
H 0.6087 0.4356 4.3112  0.001
H 1.4852 -0.6595 3.2205  0.000
C 0.5538 -0.0881 3.3434  0.005
H -1.9247 1.7718 2.5239  0.000
H -0.7432 2.5596 3.6258  0.004
H 2.0173 2.4095 3.2067  0.002
H 1.9365 2.9114 1.4889  0.004
H -0.9697 3.1668 1.9524  0.000
H 2.7687 1.3961 1.9352  0.001
Cl -2.2947 -0.2691 0.7138  0.132
N 5.5407 -2.4811 1.0961  0.196
C 4.6479 -1.5152 0.7205  0.309
O 4.9953 -0.3629 0.4620  0.830
C 3.2104 -1.9344 0.7109  0.168
C 2.6916 -3.1019 1.2868  0.168
C 1.3100 -3.2739 1.3451  0.019
C 0.4712 -2.2542 0.8989  0.190
N 0.9739 -1.1446 0.3253  0.026
C 2.3100 -1.0053 0.1819  0.079
H 6.5040 -2.2306 0.9326  0.005
H 5.2892 -3.4601 1.0926  0.008
H 3.3623 -3.8562 1.6822  0.011
H 0.8381 -4.1718 1.7366  -0.002
H -0.6161 -2.2937 0.9855  0.008
H 2.6271 -0.0904 -0.3201  0.014

---

[5]
Formula: C8H4Cl3NO3S
Source: OMol25
Level of theory: the ωB97M-V functional and the def2-TZVPD basis

## Properties
- Energy relative to the best compared isomer or geometry (same formula, charge and spin): 34.5 kcal per mole
- Calculated total energy: -64393.8783 eV
- LUMO level: -0.751 eV
- Max |F|: 5.790 eV Å⁻¹
- M: 300.550 g/mol

Each line ends with the Löwdin charge.
Atoms and positions in Å:
O -2.4305 -2.4036 -0.4052  0.139
O 3.3568 2.9130 -0.7768  -0.367
O 4.1301 2.1937 1.4013  -0.371
Cl -1.4985 0.2574 -2.1531  0.846
Cl 0.6290 -1.7436 -1.9925  0.674
Cl 2.7561 4.5908 1.6515  0.387
C -1.5495 -1.6361 -0.2900  -0.554
C 0.0493 0.3644 2.2916  0.009
C 1.1224 1.2926 2.1096  -0.037
C 0.9362 1.1118 -0.2668  -0.060
C -0.4349 -0.2464 1.1766  -0.180
C 0.0423 0.1552 -0.1646  -0.259
C 1.5300 1.7291 0.8510  -0.276
N -1.3301 -1.2669 0.9885  0.142
C -0.6616 -0.7619 -1.1785  -1.121
S 3.0218 2.8104 0.6946  0.414
H -0.4296 -0.0053 3.1536  0.104
H 1.6014 1.8510 2.9888  0.140
H 1.3322 1.3406 -1.2765  0.141
H -1.5892 -1.9625 1.7805  0.228